{"formula": "C6H17NOSi", "method": "ωB97M-V/def2-TZVPD", "e_homo_ha": [-0.2582, -0.2405], "charge": 0, "fmax_ev_per_a": 4.8, "e_above_lowest_kj_mol": 494.3, "homo_lumo_gap_ev": [7.40, 7.42], "lumo_energy_ev": [0.37, 0.88], "multiplicity": 1, "symbols": ["Si", "O", "N", "C", "C", "C", "C", "C", "C", "H", "H", "H", "H", "H", "H", "H", "H", "H", "H", "H", "H", "H", "H", "H", "H", "H"], "positions_angstrom": [[1.715404, -0.128676, -0.500599], [2.618068, -1.378455, 0.024061], [1.998903, 1.205521, 0.510135], [-2.446053, 0.564389, -0.687022], [-1.402958, 0.306686, 1.727106], [3.054914, -2.710447, 0.069170], [-1.638001, -0.187238, 0.288309], [1.441716, 2.478164, 0.217946], [-3.256422, -0.586874, -1.374230], [1.211225, 2.705109, -0.842979], [-1.976384, 1.074624, -1.439373], [2.134721, 0.013013, -1.825964], [4.086105, -2.524865, -0.312172], [2.652306, -3.435325, -0.619832], [2.963830, 1.173881, 0.902093], [-0.303370, 0.158094, 1.916601], [-4.147829, -0.206798, -2.034514], [-1.723533, 1.423126, 1.854313], [1.932533, 3.190707, 0.730235], [-3.040733, 1.367612, -0.100060], [3.104734, -3.027476, 1.065393], [-1.988168, -0.386152, 2.509730], [0.438361, 2.395215, 0.752185], [-2.581253, -0.973949, -2.124864], [-1.267347, -1.167333, -0.112077], [-3.580766, -1.342548, -0.593588]], "forces_ev_per_a": [[-1.3619, -1.4092, 1.1501], [-1.0778, 0.3326, 0.6398], [2.7647, -1.4789, 0.2952], [-3.0573, -0.9466, 2.5195], [-0.5320, -0.8184, 0.2151], [2.4422, 1.9031, -1.9010], [1.6783, 0.1448, 0.5958], [-4.3145, -2.0640, -0.2383], [-2.1195, 1.3732, -0.5533], [0.5837, -0.0007, 0.4480], [1.6851, 1.3722, -1.8123], [0.5234, 0.5771, -2.0548], [-0.1367, -1.1207, 0.5015], [-0.9786, 0.0244, -0.1080], [-1.0981, 0.4096, -0.3532], [-1.0411, 0.4665, 0.3050], [1.2976, -0.6486, 1.5128], [0.6419, -2.1434, -0.1603], [1.8609, 2.7915, 1.1927], [0.4346, -1.3769, -1.0297], [-0.1661, -0.7418, 1.3774], [1.1449, 1.6110, -1.5054], [0.6416, 0.7960, -0.9185], [0.2183, -0.7632, 0.1120], [-0.2702, 0.9126, 1.0745], [0.2367, 0.7977, -1.3046]], "nbo_charge": [1.468, -0.933, -1.098, -0.478, -0.695, -0.215, -0.139, -0.406, -0.604, 0.183, 0.208, -0.277, 0.178, 0.178, 0.395, 0.237, 0.205, 0.216, 0.200, 0.191, 0.181, 0.213, 0.186, 0.206, 0.189, 0.214]}

{"formula": "C6H17NS", "method": "ωB97M-V/def2-TZVPD", "e_homo_ha": -0.2994, "charge": 0, "fmax_ev_per_a": 1.6, "e_above_lowest_kj_mol": 45.7, "smiles": "CCCN.CCCS", "homo_lumo_gap_ev": 9.09, "lumo_energy_ev": 0.94, "multiplicity": 1, "symbols": ["S", "N", "C", "C", "C", "C", "C", "C", "H", "H", "H", "H", "H", "H", "H", "H", "H", "H", "H", "H", "H", "H", "H", "H", "H"], "positions_angstrom": [[-0.053455, 2.081914, 0.536278], [1.446177, 0.043826, -1.109598], [1.080832, -1.588228, 0.854303], [-1.488375, 2.476418, -0.468391], [2.056279, -0.628145, 0.095394], [-2.108387, 1.360068, -1.291326], [1.812240, -2.263759, 2.004450], [-2.690774, 0.216374, -0.447666], [2.692411, -2.843877, 1.694860], [2.126844, 0.533091, -1.691405], [2.381385, 0.145062, 0.802531], [0.287549, -0.948366, 1.316902], [-1.103321, 3.216846, -1.175807], [-2.222421, 2.996075, 0.187482], [-2.806653, 1.724263, -2.072238], [1.115138, -2.936791, 2.542582], [0.560426, -2.286939, 0.178080], [-1.885138, -0.258698, 0.105616], [-1.222951, 0.961179, -1.816347], [0.957318, -0.636568, -1.690813], [-3.406716, 0.583437, 0.319656], [2.129430, -1.490993, 2.717957], [0.581087, 1.287927, -0.338284], [-3.197264, -0.557218, -1.035367], [2.958333, -1.186902, -0.218837]], "forces_ev_per_a": [[-0.3895, 0.4114, 1.4671], [0.3724, -0.9971, 0.2992], [-0.1999, 1.4637, -0.2083], [-0.6557, 1.3297, -0.4025], [-0.2426, -0.4439, -0.7757], [0.6115, -0.9182, -0.0329], [-0.3533, -0.3500, 0.3486], [-0.4248, 0.3544, 0.3467], [-0.2366, 0.1435, 0.0085], [-0.0438, -0.3560, 0.3065], [-0.0945, -0.0190, -0.1915], [0.4293, -0.4451, -0.5304], [-0.3999, 0.1464, 0.0366], [0.4371, -0.3850, -0.3547], [0.2644, 0.0298, 0.6317], [0.4613, 0.2741, -0.2325], [0.4288, 0.1115, 0.1284], [0.0932, -0.0965, 0.0743], [-0.4970, -0.1353, -0.2849], [0.2397, 0.1417, 0.1506], [0.2978, -0.0990, -0.5172], [0.0647, -0.2588, -0.1200], [0.0223, -0.2284, -0.3821], [0.1065, 0.2286, -0.0386], [-0.2915, 0.0975, 0.2731]], "nbo_charge": [-0.146, -0.845, -0.416, -0.520, -0.215, -0.408, -0.608, -0.616, 0.202, 0.375, 0.195, 0.219, 0.208, 0.214, 0.207, 0.215, 0.197, 0.212, 0.194, 0.369, 0.202, 0.208, 0.175, 0.207, 0.175]}

{"formula": "C6H18BF4O3S3", "method": "ωB97M-V/def2-TZVPD", "e_homo_ha": -0.2253, "charge": -1, "fmax_ev_per_a": 2.4, "homo_lumo_gap_ev": 8.90, "lumo_energy_ev": 2.77, "multiplicity": 1, "symbols": ["S", "S", "S", "F", "F", "F", "F", "O", "O", "O", "C", "C", "C", "C", "C", "C", "B", "H", "H", "H", "H", "H", "H", "H", "H", "H", "H", "H", "H", "H", "H", "H", "H", "H", "H"], "positions_angstrom": [[-0.654169, 3.907614, 2.022988], [-3.002565, -0.811547, -2.305950], [2.749334, -3.665508, 0.304053], [0.871717, 0.208014, 0.250578], [0.938965, 1.508936, -1.679530], [2.256850, -0.352660, -1.443803], [2.684843, 1.576193, -0.232950], [-3.958405, -1.531018, -1.389615], [2.820867, -5.022317, 0.975040], [-1.875868, 4.769305, 1.763217], [-1.347467, -1.483879, -1.893817], [0.031164, 3.353250, 0.470626], [3.198571, -2.369120, 1.575201], [-1.440910, 2.271031, 2.312235], [1.044207, -3.110144, -0.092896], [-2.686727, 0.910323, -1.750403], [1.694147, 0.736378, -0.763953], [0.373316, 4.210431, -0.108925], [2.406991, -1.618624, 1.640363], [0.470040, -3.131025, 0.838276], [-2.174234, 2.303602, 3.117187], [3.890787, -1.743834, 1.002885], [0.943121, 2.768248, 0.637758], [-1.400502, -2.423515, -2.443390], [-2.908575, 0.972142, -0.685807], [1.103635, -2.068111, -0.406021], [3.635370, -2.808471, 2.461810], [-1.390316, -1.755484, -0.838867], [-0.479961, 2.600843, -0.124276], [-1.944542, 1.986244, 1.397045], [0.447897, -3.670287, -0.809873], [-0.674526, 1.532875, 2.554490], [-0.514398, -0.821803, -2.113061], [-1.678515, 1.225318, -2.009478], [-3.430152, 1.546586, -2.231142]], "forces_ev_per_a": [[-2.2531, -0.8218, -0.4583], [0.5344, 0.0822, 0.3160], [0.5936, -0.4759, -0.1181], [-0.2345, 0.2025, 0.2511], [-0.3541, -0.2289, 0.0699], [0.1977, -0.1321, -0.0749], [-0.0175, -0.2472, 0.2463], [0.4785, 0.7335, -0.3306], [-0.6906, 1.0626, -0.2241], [1.1549, -0.1238, 0.0608], [-1.2469, -0.3943, 0.1483], [1.4818, -0.2568, -0.4382], [-0.5647, 0.6924, -2.1144], [0.5658, -0.0961, 0.4961], [-0.3367, 0.1730, 1.4424], [-0.9277, -0.3196, 0.1544], [0.3254, 0.1752, -0.5332], [-0.3466, 0.0405, -0.0664], [-0.4457, -0.5474, 0.8620], [0.0295, 0.0336, 0.0711], [0.1720, 0.3732, 0.0689], [0.6366, -0.4032, 0.2861], [0.1626, 0.3900, 0.6554], [0.6793, 0.0408, -0.1521], [0.3869, -0.1495, 0.1437], [0.3087, -0.0356, -0.0807], [-0.2676, -0.0493, 0.0733], [0.0492, 0.3196, 0.0938], [-0.9538, 0.5633, 0.0148], [-0.0357, 0.0784, -0.1638], [0.7518, -0.4339, -0.2493], [0.0198, -0.0235, -0.0983], [-0.0025, -0.1076, -0.2401], [0.0525, -0.0853, 0.0781], [0.0965, -0.0287, -0.1902]], "nbo_charge": [1.218, 1.196, 1.186, -0.584, -0.583, -0.575, -0.570, -0.985, -0.989, -1.001, -0.820, -0.875, -0.822, -0.798, -0.845, -0.829, 1.332, 0.238, 0.252, 0.218, 0.225, 0.241, 0.276, 0.220, 0.233, 0.279, 0.240, 0.239, 0.254, 0.224, 0.233, 0.230, 0.261, 0.258, 0.222]}

{"formula": "C6H18BeN3O15", "method": "ωB97M-V/def2-TZVPD", "e_homo_ha": -0.1935, "charge": -1, "fmax_ev_per_a": 4.4, "e_above_lowest_kj_mol": 397.9, "homo_lumo_gap_ev": 6.06, "lumo_energy_ev": 0.79, "multiplicity": 1, "symbols": ["O", "O", "O", "O", "O", "O", "O", "O", "O", "O", "O", "O", "O", "O", "O", "N", "N", "N", "C", "C", "C", "C", "C", "C", "Be", "H", "H", "H", "H", "H", "H", "H", "H", "H", "H", "H", "H", "H", "H", "H", "H", "H", "H"], "positions_angstrom": [[9.703300, 7.095680, -2.884380], [13.188420, 7.200290, -3.181070], [13.630350, 5.649550, -0.621240], [11.783180, 5.127970, -5.276120], [11.470530, 3.006560, -2.752140], [13.254680, 9.037560, 1.320280], [13.916920, 4.506020, -3.406080], [14.573100, 4.323900, 0.830280], [15.181640, 7.744570, -3.249690], [13.777120, 8.987660, -4.205050], [15.090740, 6.409200, 0.688530], [7.799950, 7.164690, -1.896780], [11.437680, 3.753070, -0.083820], [10.958090, 7.200160, -0.058440], [8.979450, 5.322130, -2.263330], [14.060900, 8.059740, -3.497060], [14.439620, 5.454190, 0.271320], [8.713680, 6.521250, -2.458430], [11.428090, 8.481320, -0.387010], [12.891460, 8.849410, -0.023300], [12.030820, 2.527540, -0.476980], [11.395350, 2.014740, -1.730350], [13.908260, 3.868690, -4.636180], [13.083200, 4.683210, -5.609050], [11.616210, 5.461730, -2.272180], [10.839790, 9.219350, 0.158250], [13.728480, 5.478370, -5.982480], [11.045410, 3.581970, 0.775510], [11.085020, 6.998420, 0.871510], [12.947350, 4.087340, -6.511590], [12.968390, 9.884440, -0.356300], [10.329440, 1.796600, -1.796260], [11.387300, 8.729720, -1.447540], [11.367330, 5.587480, -6.009270], [11.782360, 1.916720, 0.390930], [13.589490, 2.834730, -4.504210], [11.814260, 1.091080, -2.129690], [12.793620, 8.401850, 1.872460], [13.112280, 2.647250, -0.541940], [13.519530, 8.166320, -0.595150], [14.830110, 4.474130, -3.111690], [14.827930, 3.696540, -5.195370], [11.340320, 2.529090, -3.574740]], "forces_ev_per_a": [[2.3820, 2.8812, -2.2946], [-3.1287, -0.9250, 0.9205], [-2.0600, -0.0484, -2.5497], [0.0458, -0.5172, 1.7526], [0.8803, 1.2740, -0.2187], [-0.4700, -0.5562, 0.9244], [0.7960, -0.1632, 0.2785], [-0.3490, 0.1150, -0.8741], [3.7939, 0.0802, 1.1274], [-0.9782, 2.3883, -0.7866], [0.4027, 0.2404, 0.0393], [-0.2208, -1.4016, -1.7200], [-0.2419, 0.7809, -0.6667], [-0.0735, -1.0994, -1.1679], [-1.5219, -3.2263, 0.5097], [-0.9088, -2.4985, -0.9145], [1.1858, -0.6171, 2.7071], [1.6940, 0.8203, 3.9808], [1.2664, 1.9879, 1.4013], [-0.7807, 0.2536, -1.2097], [-0.6039, -0.1768, 1.1898], [-0.9808, -0.4466, -1.2579], [-1.6883, -0.4585, -0.7802], [0.0964, -0.1588, -2.2933], [0.1458, 0.9971, 0.0151], [-0.5603, 0.1501, -0.0687], [-0.1170, 0.6401, 0.5501], [-0.1388, 0.5964, -0.1604], [0.2183, 0.0671, -0.0448], [0.2483, -0.6142, -0.2163], [0.1952, -0.1431, -0.9270], [-0.3390, -0.1094, 1.6162], [-0.4752, -0.7812, -0.0726], [0.2613, 0.1453, 0.0659], [0.5382, -1.0747, -0.4686], [-0.7691, -0.2376, -0.0101], [0.8099, -0.0649, 0.3722], [0.2907, -0.2535, 0.1130], [0.0223, 0.0978, -0.2091], [0.5411, 0.0595, 0.3751], [-0.0808, 0.6539, 0.8497], [0.7142, 0.6815, 0.4811], [-0.0419, 0.6615, -0.3583]], "nbo_charge": [-0.538, -0.689, -0.579, -0.734, -0.761, -0.711, -0.705, -0.588, -0.488, -0.498, -0.486, -0.459, -0.723, -0.732, -0.582, 0.736, 0.719, 0.707, -0.101, -0.103, -0.108, -0.093, -0.082, -0.077, 1.637, 0.143, 0.178, 0.486, 0.473, 0.145, 0.167, 0.180, 0.222, 0.492, 0.175, 0.137, 0.169, 0.448, 0.231, 0.214, 0.504, 0.181, 0.493]}